(one)
Formula: C5H12N2S
Source: OMol25
Level of theory: wB97M-V/def2-TZVPD

The HOMO energy is -8.4 eV. The value obtained for the molar mass is 132.23 g mol⁻¹.

Each line ends with the natural charge from an NBO analysis.
Element x y z (Å)
C -2.1883 -0.3484 0.1766  -0.61
C -0.5877 -0.2589 0.1194  0.10
C 0.2730 -1.2764 -0.5993  -0.43
C 1.3275 -0.2842 -0.8649  -0.32
C 0.2701 0.7487 -0.7338  -0.07
H -2.4611 -0.4621 -0.8471  0.19
H -2.4919 -1.2668 0.7605  0.23
H -2.5920 0.6887 0.5102  0.21
H 0.7114 -0.1062 1.6886  0.37
H -0.4589 0.9417 1.8733  0.35
H 0.4052 -2.2738 0.0275  0.22
H -0.3526 -1.6222 -1.5239  0.23
H 1.7659 -0.1701 -1.7847  0.22
H 2.9356 -1.5597 0.5988  0.15
H -0.3060 0.9074 -1.7026  0.20
H -0.4089 2.4639 0.0153  0.33
H 1.0857 2.0671 0.6122  0.36
N -0.2701 -0.0087 1.4906  -0.87
N 0.6652 2.0167 -0.2505  -0.79
S 2.6780 -0.1967 0.4337  -0.09

---

(two)
Formula: C5H12N2S
Source: OMol25
Level of theory: wB97M-V/def2-TZVPD

The HOMO energy is -8.0 eV. The value obtained for the molar mass is 132.23 g mol⁻¹.

Each line ends with the natural charge from an NBO analysis.
Element x y z (Å)
C -1.0760 -1.7290 0.4632  -0.45
C -1.5849 -0.3990 0.7581  -0.27
C -0.2514 -1.4288 -0.7978  -0.23
C -0.9825 1.7418 -0.2573  -0.45
C 2.9801 0.8977 0.1945  -0.73
N -0.4958 0.5862 0.4812  -0.31
N 0.6915 -0.3212 -0.5654  -0.47
S 1.8868 -0.6189 0.5437  0.40
H -0.4009 -2.2438 1.1352  0.22
H -1.7681 -2.4823 0.1594  0.22
H -2.6082 -0.1689 0.1773  0.18
H -1.6840 -0.1703 1.8350  0.23
H 0.2653 -2.2722 -1.2290  0.21
H -0.9462 -1.0919 -1.5911  0.19
H -0.0973 2.4830 -0.5437  0.21
H -1.6673 1.6169 -1.1254  0.17
H -1.7995 2.1387 0.3333  0.21
H 2.6895 1.9382 0.5412  0.22
H 2.8865 0.9854 -0.9242  0.23
H 3.9623 0.5383 0.4119  0.22

---

Consider the structures shown above. The most stable of them is (one).